[1]
Computed, not measured: a molecular structure, CHI3O, with wB97M-V/def2-TZVPD.

Calculated values
- gap between HOMO and LUMO (eV) = 7.63
- LUMO (Ha) = -0.0585
- relative energy (zero: lowest compared OMol25 entry of this formula, charge and spin) (kcal per mole) = 91.4

Geometry as ORCA input:
```
! RIJCOSX wB97M-V def2-TZVPD def2/J DEFGRID3
* xyz 0 1
C -2.427 -0.026 -0.102
O -0.376 -0.352 0.807
I -2.713 1.970 -0.770
I -3.248 -0.507 1.648
I -2.208 -1.386 -1.640
H -0.155 0.530 1.203
*
```

Atomic partial charges in e from the Löwdin method, atoms 1 to 2: -1.949, -0.422

[2]
Computed, not measured: C4H5NO in the gas phase, with wB97M-V/def2-TZVPD.

Calculated values
- gap between HOMO and LUMO (alpha / beta) (eV) = 8.78 / 8.78
- LUMO (alpha / beta) (Ha) = 0.0209 / 0.0209
- relative energy (zero: lowest compared OMol25 entry of this formula, charge and spin) (kcal per mole) = 93.7

Geometry as ORCA input:
```
! RIJCOSX wB97M-V def2-TZVPD def2/J DEFGRID3
* xyz 0 1
O 0.855 -1.942 1.560
C 0.601 -1.114 0.753
C 1.175 0.555 -0.599
N -0.107 0.884 -0.155
C -1.181 0.015 -0.537
C -0.546 -0.060 0.812
H 1.987 1.002 -0.019
H 1.289 0.737 -1.683
H -0.973 -0.839 -1.177
H -2.125 0.514 -0.717
H -0.975 0.247 1.762
*
```

Atomic partial charges in e from the Löwdin method, atoms 1 to 2: 0.100, -0.146

[3]
Computed, not measured: C5H8O2 in the gas phase, with wB97M-V/def2-TZVPD.

Calculated values
- gap between HOMO and LUMO (eV) = 8.92
- LUMO (Ha) = 0.0029
- relative energy (zero: lowest compared OMol25 entry of this formula, charge and spin) (kcal per mole) = 113.2

Geometry as ORCA input:
```
! RIJCOSX wB97M-V def2-TZVPD def2/J DEFGRID3
* xyz 0 1
C 1.686 -0.538 0.251
C 0.435 0.133 0.793
C 0.067 1.513 0.256
O -0.598 0.795 -1.512
C -1.245 0.901 -0.230
C -0.971 -0.446 0.446
O -1.091 -1.603 -0.324
H 2.563 0.093 0.425
H 1.596 -0.699 -0.827
H 1.844 -1.510 0.729
H 0.532 0.283 1.882
H -0.273 1.685 -1.744
H -2.226 1.379 -0.286
H -1.582 -0.592 1.341
H -0.739 -1.395 -1.200
*
```

Atomic partial charges in e from the Löwdin method, atoms 1 to 2: -0.059, -0.343

[4]
Computed, not measured: C7H15N3Si in the gas phase, with wB97M-V/def2-TZVPD.

Calculated values
- gap between HOMO and LUMO (alpha / beta) (eV) = 7.50 / 7.51
- LUMO (alpha / beta) (Ha) = 0.0056 / 0.0056
- relative energy (zero: lowest compared OMol25 entry of this formula, charge and spin) (kcal per mole) = 59.3

Geometry as ORCA input:
```
! RIJCOSX wB97M-V def2-TZVPD def2/J DEFGRID3
* xyz 0 1
C 1.808 2.435 1.458
C 0.456 0.930 2.528
C -1.641 -0.539 2.130
C 1.021 -1.447 -0.936
C 1.446 0.814 -3.048
C -1.442 0.296 -1.890
C -0.389 -0.170 2.893
N 1.236 1.838 2.584
N 1.379 2.241 0.248
N 0.520 1.407 -0.140
Si 0.487 0.303 -1.469
H 2.468 3.362 1.423
H -2.267 0.303 1.932
H -2.033 -1.307 2.693
H -1.399 -0.899 1.212
H 1.976 -1.961 -1.361
H 1.384 -1.250 0.098
H 0.130 -2.055 -0.907
H 0.847 0.541 -3.922
H 1.617 1.824 -2.919
H 2.419 0.317 -3.279
H -1.873 -0.500 -2.449
H -2.117 0.218 -1.013
H -1.794 1.210 -2.315
H 0.293 -1.062 2.926
H -0.705 0.080 3.893
*
```

Atomic partial charges in e from the Löwdin method, atoms 1 to 2: -0.256, 0.005

[5]
Computed, not measured: C22H25N3O2 in the gas phase, with wB97M-V/def2-TZVPD.

Calculated values
- gap between HOMO and LUMO (eV) = 8.62
- LUMO (Ha) = 0.0050
- relative energy (zero: lowest compared OMol25 entry of this formula, charge and spin) (kcal per mole) = 26.1
- SMILES = CCN(CC)C(=O)CCn1nc(-c2ccc(C)cc2)c2ccccc2c1=O

Geometry as ORCA input:
```
! RIJCOSX wB97M-V def2-TZVPD def2/J DEFGRID3
* xyz 0 1
C -4.894 -2.504 1.578
C -3.624 -2.536 2.423
N -2.675 -1.514 2.006
C -1.728 -1.902 0.981
C -0.646 -2.851 1.503
C -2.858 -0.273 2.519
O -3.715 -0.054 3.355
C -1.965 0.852 2.015
C -0.542 0.772 2.583
N 0.415 1.364 1.666
N 0.543 0.704 0.517
C 1.335 1.121 -0.416
C 1.346 0.318 -1.648
C 1.216 0.911 -2.901
C 1.202 0.133 -4.042
C 1.314 -1.251 -3.968
C 1.329 -2.086 -5.211
C 1.427 -1.839 -2.714
C 1.438 -1.068 -1.568
C 2.155 2.296 -0.241
C 3.123 2.725 -1.156
C 3.864 3.857 -0.902
C 3.668 4.587 0.270
C 2.746 4.162 1.198
C 1.991 3.013 0.958
C 1.050 2.549 1.982
O 0.839 3.115 3.039
H -5.383 -1.541 1.692
H -4.667 -2.661 0.526
H -5.577 -3.283 1.907
H -3.881 -2.340 3.467
H -3.145 -3.513 2.352
H -1.239 -1.024 0.562
H -2.277 -2.402 0.175
H -0.089 -2.395 2.318
H 0.045 -3.081 0.697
H -1.070 -3.784 1.865
H -1.923 0.835 0.924
H -2.432 1.788 2.325
H -0.467 1.318 3.523
H -0.252 -0.269 2.744
H 1.097 1.982 -2.979
H 1.097 0.607 -5.008
H 0.925 -3.077 -5.018
H 0.750 -1.615 -6.003
H 2.353 -2.203 -5.567
H 1.507 -2.914 -2.636
H 1.529 -1.529 -0.597
H 3.295 2.153 -2.055
H 4.608 4.181 -1.615
H 4.253 5.476 0.452
H 2.586 4.689 2.126
*
```

Atomic partial charges in e from the Löwdin method, atoms 1 to 2: -0.067, -0.204

[6]
Computed, not measured: a molecular structure, C28H36N5O3PS3Tl, with wB97M-V/def2-TZVPD.

Calculated values
- gap between HOMO and LUMO (alpha / beta) (eV) = 2.11 / 5.21
- LUMO (alpha / beta) (Ha) = 0.1544 / 0.1524
- <S²> = 0.769

Geometry as ORCA input:
```
! RIJCOSX wB97M-V def2-TZVPD def2/J DEFGRID3
* xyz -2 2
Tl -1.444 0.130 -0.047
C 3.999 2.022 -4.347
C 3.200 1.435 -3.213
C 3.476 1.782 -1.884
C 2.749 1.216 -0.856
C 1.709 0.294 -1.063
N 1.099 -0.296 0.019
C 1.987 -0.696 0.985
C 3.205 -1.272 0.593
C 4.165 -1.723 1.490
C 3.945 -1.604 2.865
C 4.978 -2.083 3.853
C 2.745 -1.077 3.289
C 1.745 -0.636 2.395
N 0.559 -0.179 2.941
C 0.399 0.426 4.152
C -0.963 0.610 4.342
C -1.558 0.093 3.203
N -0.636 -0.395 2.363
C 1.388 0.004 -2.421
C 2.156 0.567 -3.452
N 0.373 -0.879 -2.805
C 0.530 -1.969 -3.599
C -0.734 -2.486 -3.835
C -1.597 -1.648 -3.142
N -0.923 -0.680 -2.524
H 5.027 2.218 -4.035
H 3.566 2.970 -4.680
H 4.018 1.343 -5.202
H 4.269 2.485 -1.660
H 2.991 1.472 0.167
H 3.390 -1.378 -0.469
H 5.077 -2.175 1.119
H 5.981 -1.777 3.543
H 4.973 -3.176 3.930
H 4.778 -1.675 4.845
H 2.549 -1.025 4.353
H 1.232 0.746 4.745
H -1.444 1.063 5.189
H -2.596 0.042 2.937
H 1.898 0.310 -4.472
H 1.501 -2.314 -3.891
H -0.991 -3.358 -4.408
H -2.666 -1.700 -3.070
C -3.397 5.575 2.819
C -4.077 5.710 1.462
O -4.802 4.551 1.136
P -4.169 3.365 0.175
S -5.314 1.817 0.581
S -2.192 3.476 0.257
O -4.557 3.986 -1.320
C -5.513 3.393 -2.159
C -4.876 2.392 -3.115
H -2.938 6.522 3.104
H -2.631 4.806 2.755
H -4.116 5.277 3.580
H -3.320 5.899 0.693
H -4.808 6.530 1.475
H -5.985 4.217 -2.712
H -6.274 2.882 -1.553
H -4.094 2.871 -3.702
H -5.632 1.977 -3.782
H -4.429 1.586 -2.536
O -1.219 -2.557 -0.221
S 0.211 -2.843 -0.443
C 0.157 -4.622 -1.050
C -0.347 -5.387 0.151
C 0.617 -4.991 1.267
C 0.790 -3.479 1.199
H 1.178 -4.894 -1.312
H -0.478 -4.669 -1.929
H -0.381 -6.471 -0.004
H -1.353 -5.034 0.384
H 1.581 -5.476 1.080
H 0.263 -5.313 2.248
H 1.826 -3.185 1.321
H 0.176 -2.938 1.912
*
```

Atomic partial charges in e from the Löwdin method, atoms 1 to 2: 0.767, -0.085

[7]
Computed, not measured: a molecular structure, C4H6FeO3, with wB97M-V/def2-TZVPD.

Calculated values
- gap between HOMO and LUMO (alpha / beta) (eV) = 4.29 / 7.06
- LUMO (alpha / beta) (Ha) = 0.1085 / 0.1283
- <S²> = 8.766
- relative energy (zero: lowest compared OMol25 entry of this formula, charge and spin) (kcal per mole) = 0.0

Geometry as ORCA input:
```
! RIJCOSX wB97M-V def2-TZVPD def2/J DEFGRID3
* xyz -1 6
O -0.800 -1.599 -0.730
C 0.533 -1.377 -0.954
O 1.235 -2.390 -0.976
C -1.621 -0.372 -0.720
H -2.409 -0.559 -1.472
C -2.297 -0.269 0.638
H -2.761 -1.218 0.972
H -1.600 0.039 1.435
H -3.095 0.490 0.599
Fe 0.073 0.818 -1.286
O 0.815 1.162 0.652
C 1.987 1.426 0.887
H 2.778 1.234 0.137
H 2.313 1.594 1.929
*
```

Atomic partial charges in e from the Löwdin method, atoms 1 to 2: -0.199, -0.509

[8]
Computed, not measured: 2 unconnected molecules or ions with the total composition C5H12O, with wB97M-V/def2-TZVPD.

Calculated values
- gap between HOMO and LUMO (eV) = 9.05
- LUMO (Ha) = 0.0332
- relative energy (zero: lowest compared OMol25 entry of this formula, charge and spin) (kcal per mole) = 51.4
- SMILES = C/C=C/C.CO

Geometry as ORCA input:
```
! RIJCOSX wB97M-V def2-TZVPD def2/J DEFGRID3
* xyz 0 1
C -1.530 1.624 0.341
C -0.470 0.672 0.824
C 0.765 0.602 0.345
C 1.828 -0.279 0.950
H -1.618 2.477 1.025
H -1.294 2.014 -0.656
H -2.528 1.166 0.287
H -0.686 0.097 1.723
H 1.102 1.312 -0.408
H 2.633 -0.595 0.277
H 1.416 -1.188 1.401
H 2.291 0.300 1.747
C -0.659 -1.449 -1.175
O 0.512 -0.656 -1.453
H -0.657 -2.144 -0.303
H -1.567 -0.833 -1.002
H -0.818 -2.004 -2.084
H 1.279 -1.114 -1.837
*
```

Atomic partial charges in e from the Löwdin method, atoms 1 to 2: -0.118, -0.235